A cluster of 11 separate species, C15H48F3N12O17S in total in a non-equilibrium geometry. Source: OMol25; level of theory: ωB97M-V with the def2-TZVPD basis set.

Cartesian coordinates (Å):
C -0.80023 1.04777 0.32779
F -1.95038 0.74615 0.96911
F -1.06661 1.92680 -0.62062
F 0.00366 1.59407 1.24152
S -0.07449 -0.50511 -0.39913
O -1.21589 -1.27572 -0.86452
O 0.81779 -0.08020 -1.45519
O 0.55675 -1.14225 0.74204
C -5.08413 1.50221 1.01889
C -4.49941 2.79376 1.61548
O -5.41492 3.86037 1.36456
O -4.38950 1.01790 -0.10912
H -6.09985 1.74496 0.70887
H -5.16011 0.73975 1.80317
H -3.54208 2.95132 1.10123
H -4.25427 2.64553 2.67200
H -4.99395 4.60703 1.80709
H -3.44126 1.08621 0.06542
C 2.26054 -3.63750 -5.37517
C 2.12661 -3.70530 -3.88445
O 1.35455 -2.64865 -3.34923
O 2.85074 -2.39756 -5.78166
H 1.26132 -3.72870 -5.81344
H 2.92468 -4.43051 -5.73602
H 3.09383 -3.78786 -3.37206
H 1.63296 -4.64694 -3.62138
H 1.92800 -1.87828 -3.27910
H 2.80902 -2.35212 -6.73941
C -0.36448 -0.06511 5.74047
C -0.70235 0.19209 4.28772
O -0.62048 -1.02171 3.52741
O -1.12236 -1.12924 6.28243
H -0.57513 0.79528 6.37288
H 0.69756 -0.33196 5.75831
H 0.07000 0.85079 3.87790
H -1.71349 0.58784 4.15286
H 0.11445 -0.89502 2.91749
H -0.84922 -1.97190 5.91179
C 3.42270 0.41382 2.64094
C 4.43154 -0.71473 2.54952
O 5.39260 -0.50618 3.59102
O 2.73669 0.43418 3.91023
H 2.71592 0.24292 1.81980
H 3.89826 1.38184 2.48771
H 4.86145 -0.72906 1.54483
H 3.92220 -1.66969 2.74143
H 6.05380 -1.19934 3.50058
H 2.97548 -0.43686 4.24727
C -4.90443 -2.57789 -1.76304
O -6.10389 -2.37037 -1.87991
N -4.03840 -1.63925 -1.25629
N -4.30800 -3.78920 -2.03057
H -3.04298 -1.75552 -1.15032
H -4.43957 -0.78243 -0.90584
H -4.90214 -4.58473 -2.14377
H -3.30701 -3.82909 -1.90427
C 0.99275 4.92161 3.01080
O 1.41422 4.97881 1.86566
N 1.62206 5.55066 4.04519
N -0.02340 4.08845 3.36966
H 1.30612 5.66907 4.98991
H 2.33518 6.20957 3.78129
H -0.33890 3.41708 2.69254
H -0.31272 3.95327 4.31999
C 4.19176 -1.58028 -0.93787
O 5.40145 -1.81609 -0.96198
N 3.63206 -0.55935 -1.64793
N 3.35058 -2.29283 -0.14392
H 2.62552 -0.46503 -1.58516
H 4.18375 0.08834 -2.17365
H 2.40645 -1.98926 0.03883
H 3.75999 -3.07368 0.33046
C 0.38370 5.27681 -1.75179
O 0.31747 5.73668 -2.87771
N 0.27925 6.06231 -0.62107
N 0.75015 4.00470 -1.40517
H -0.23060 6.92185 -0.61904
H 0.65539 5.68401 0.23730
H 0.89997 3.17874 -1.95425
H 0.80316 3.78060 -0.42499
C -1.19604 0.35969 -4.72124
O -1.40332 0.59327 -5.90993
N 0.01671 0.45258 -4.12807
N -2.22688 -0.05436 -3.90154
H 0.16319 0.29631 -3.13886
H 0.78257 0.68003 -4.73481
H -3.07534 -0.28312 -4.38560
H -2.04046 -0.49934 -3.01895
C -0.46603 -4.79277 -1.06952
O -0.29878 -5.94709 -1.44390
N -1.00334 -3.82822 -1.90104
N -0.11945 -4.36041 0.17958
H -1.00928 -2.86551 -1.57541
H -0.79606 -4.06090 -2.85710
H 0.48303 -4.98392 0.68577
H -0.14800 -3.39886 0.47828

Output
**ΔE to the lowest compared entry with this formula, charge and spin**: 0.0 kJ/mol
**Frontier orbital gap**: 8.734 eV
**Charge**: -1
**Max |F|**: 1.57 eV/Å

=====

A cluster of 2 separate species, C3H11NO2S in total in a non-equilibrium geometry. Source: OMol25; level of theory: ωB97M-V with the def2-TZVPD basis set.

Cartesian coordinates (Å):
N 0.54102 -0.49349 -1.35519
C -0.38297 -0.84920 -0.25275
C -1.81593 -0.34617 -0.39766
O -2.04964 -0.26923 -1.80269
C 0.21063 -0.48167 1.16378
S 1.40784 -1.71618 1.66447
H 0.52522 0.41247 -1.94229
H 1.49093 -0.91481 -1.32710
H -0.47230 -1.91491 -0.32090
H -1.87902 0.64315 0.03161
H -2.49627 -1.09110 0.02641
H -1.31434 -0.52986 -2.35853
H -0.66719 -0.39744 1.81493
H 0.58749 0.55439 1.13561
H 2.50319 -0.94973 1.49519
O 1.01875 2.58831 0.61577
H 1.88459 2.27873 0.86428
H 0.90802 3.47674 0.94507

Output
**ΔE to the lowest compared entry with this formula, charge and spin**: 89.5 kJ/mol
**SMILES string**: N[C@H](CO)CS.O
**Frontier orbital gap**: 9.192 eV
**Max |F|**: 2.88 eV/Å

=====

A cluster of 2 separate species, C5H9NO in total in a non-equilibrium geometry. Source: OMol25; level of theory: ωB97M-V with the def2-TZVPD basis set.

Cartesian coordinates (Å):
O -1.49624 -0.82440 2.30764
C -1.88614 0.04094 1.51313
C -1.30038 0.29123 0.29157
C -0.04081 -0.60023 0.08692
C 0.74008 0.08695 -0.81653
C 1.52007 0.72571 -1.60600
N 2.32316 0.13954 -2.63197
H -2.80333 0.59131 1.80265
H -1.59842 0.94404 -0.50307
H -0.53577 1.12471 3.42492
H 0.47573 -0.66313 1.03587
H -0.28523 -1.65731 -0.17114
H -0.32844 1.83517 3.34267
H 1.56331 1.80393 -1.57177
H 1.73253 -0.33563 -3.29475
H 3.01087 -0.52703 -2.29561

Output
**ΔE to the lowest compared entry with this formula, charge and spin**: 714.6 kJ/mol
**Frontier orbital gap**: 5.541 eV
**Max |F|**: 2.28 eV/Å

=====

An isolated molecule of CH3N3S in a non-equilibrium geometry. Source: OMol25; level of theory: ωB97M-V with the def2-TZVPD basis set.

Cartesian coordinates (Å):
C -0.28468 -1.74034 1.88707
N -0.54809 -0.80049 1.07803
N 0.58528 -0.05666 0.89910
N 0.88798 0.13365 -0.46379
S 0.06137 -3.08838 2.58375
H -1.44708 -0.61196 0.60191
H 1.80557 0.57454 -0.43583
H 0.21402 0.79334 -0.86379

Output
**ΔE to the lowest compared entry with this formula, charge and spin**: 287.8 kJ/mol
**Frontier orbital gap (alpha / beta)**: 8.284 / 6.627 eV
**Max |F|**: 1.67 eV/Å